#w
# C8H16Si

2 unconnected molecules or ions with the total composition C8H16Si (ωB97M-V/def2-TZVPD, OMol25).

Geometry (Å):
C (-4.67060, -0.67329, -0.79777)
C (-3.67017, -0.11240, -0.21422)
C (1.60131, 1.69863, -0.28299)
C (3.18916, -0.40936, 0.07039)
C (0.36943, -0.82643, -1.13144)
C (0.07217, -1.16637, 1.25983)
C (1.84474, 0.40530, 0.49301)
C (0.67518, -0.48704, 0.30213)
Si (-2.83856, 0.93572, 0.92502)
H (-5.65596, -0.57790, -0.28348)
H (2.55592, 2.29915, -0.07746)
H (1.54541, 1.50505, -1.40925)
H (0.78944, 2.36878, 0.10026)
H (3.93509, 0.45083, -0.09500)
H (3.07554, -1.08408, -0.78143)
H (3.60965, -0.94567, 0.91460)
H (0.18071, -1.95130, -1.20234)
H (-0.55449, -0.18356, -1.50897)
H (1.15655, -0.68703, -1.89147)
H (0.47018, -0.96814, 2.27077)
H (-4.67244, -1.38008, -1.61608)
H (-0.64492, -1.96745, 1.05466)
H (2.06401, 0.53331, 1.58529)
H (-2.04833, 0.89855, 2.05177)
H (-2.37900, 2.32478, 0.26416)

Summary:
HOMO-LUMO gap	8.242	eV
HOMO energy	-0.294	Ha
structure (SMILES)	C=C(C)C(C)C.C=C=[SiH2]


#x
# C8H16Si

A single C8H16Si molecule (ωB97M-V/def2-TZVPD, OMol25).

Geometry (Å):
C (1.24768, -2.03888, 0.32493)
C (1.06683, -1.39371, 1.51186)
C (1.71528, 2.39476, -0.56472)
C (-2.64233, -0.92412, 0.51776)
C (0.70899, -1.41283, -0.86515)
C (0.47827, -0.01542, 1.47812)
C (0.51832, 1.75027, -1.17450)
C (-1.97581, -0.03063, -0.49592)
Si (-0.09209, 0.18556, -0.29893)
H (1.72243, -3.01829, 0.31478)
H (1.38663, -1.85374, 2.42386)
H (2.49344, 1.68946, -0.26545)
H (1.51336, 3.01007, 0.32974)
H (2.19790, 3.06172, -1.28265)
H (-2.57653, -0.49412, 1.50642)
H (-2.14914, -1.90069, 0.51951)
H (-3.73255, -1.06179, 0.38404)
H (-0.09941, -1.99223, -1.29703)
H (1.48431, -1.15559, -1.59038)
H (-0.39758, 0.08099, 2.12903)
H (1.22259, 0.72435, 1.78371)
H (-0.31199, 2.43797, -1.20535)
H (0.75737, 1.44878, -2.19565)
H (-2.10208, -0.45903, -1.50408)
H (-2.43389, 0.96714, -0.48397)

Summary:
HOMO-LUMO gap	9.906	eV
HOMO energy	-0.327	Ha
structure (SMILES)	CC[Si]1(CC)CC=CC1


The winner here is #x, beating the second structure by 0.1935 hartree.


#w
# C3H6N2O3

A single C3H6N2O3 molecule (ωB97M-V/def2-TZVPD, OMol25).

Geometry (Å):
C (2.66917, 0.03686, 0.24601)
C (0.61553, -0.28234, -0.11523)
C (-1.76882, -0.90606, -0.08613)
H (2.49883, 0.84199, -0.75105)
H (3.66657, -0.39898, 0.05136)
H (2.71290, 0.61294, 1.33897)
H (1.13574, 1.78006, -0.57730)
H (-1.13928, 1.31024, 0.88042)
H (-2.23667, -1.95161, -0.29029)
N (1.57999, -1.02118, 0.15534)
N (0.37051, 1.20905, -0.16285)
O (-1.07984, 1.62271, -0.26275)
O (-0.52329, -1.13309, -0.51494)
O (-2.07022, -0.06469, 0.66927)

Summary:
HOMO-LUMO gap	10.354	eV
HOMO energy	-0.356	Ha
structure (SMILES)	C/N=C(\NO)OC=O


#x
# C3H6N2O3

A single C3H6N2O3 molecule (ωB97M-V/def2-TZVPD, OMol25).

Geometry (Å):
C (-1.19079, 0.53288, 0.23428)
C (-2.33060, -0.40206, 0.24167)
C (1.03168, 0.75385, -0.60505)
N (1.59624, -1.33639, 0.20507)
N (2.07277, -0.21423, -0.08134)
O (-1.06222, 1.49360, 0.92839)
O (3.23135, 0.13875, -0.08634)
O (-0.25525, 0.22202, -0.71375)
H (-1.87366, -1.31745, 0.28189)
H (-2.87747, -0.43665, -0.74207)
H (-3.02977, 0.01702, 0.99097)
H (1.50182, 0.88553, -1.59796)
H (0.94445, 1.55533, 0.15636)
H (2.24146, -1.89219, 0.78788)

Summary:
HOMO-LUMO gap	11.023	eV
HOMO energy	-0.380	Ha
structure (SMILES)	[H]/N=[N+](\[O-])COC(C)=O


The winner here is #x, beating the second structure by 0.1244 hartree.


#w
# C3H6N2O3

A single C3H6N2O3 molecule (ωB97M-V/def2-TZVPD, OMol25).

Geometry (Å):
C (2.01696, 1.01394, 0.08819)
C (1.02596, -1.19746, -0.10663)
C (-2.33346, -0.84619, 0.12388)
H (1.26601, 1.50947, -0.55732)
H (1.71942, 1.28964, 1.15835)
H (2.97019, 1.29185, 0.03792)
H (1.22550, -2.22821, -0.32661)
H (-3.21754, -1.40910, 0.66612)
H (-1.01038, 1.29848, -0.37632)
N (-0.08900, -0.66729, -0.18485)
N (-2.70830, 0.36265, -0.02309)
O (2.16296, -0.41844, -0.11806)
O (-1.17138, -1.53376, -0.14186)
O (-1.85695, 1.53444, -0.23973)

Summary:
HOMO-LUMO gap	10.235	eV
HOMO energy	-0.349	Ha
structure (SMILES)	CO/C=N/O/C=N\O


#x
# C3H6N2O3

A single C3H6N2O3 molecule (ωB97M-V/def2-TZVPD, OMol25).

Geometry (Å):
C (0.35960, 0.99042, -1.48263)
C (-0.98154, 0.58227, -0.75343)
C (0.89083, -1.27030, 1.19317)
H (1.35636, 0.60301, 0.00665)
H (-1.21863, -0.37379, -1.30990)
H (-1.67801, 1.45851, -0.97498)
H (-1.16270, 0.95424, 1.56569)
H (-1.08812, -1.75192, 0.66874)
H (1.21232, -2.38057, 1.42869)
N (-0.70872, 0.28996, 0.68930)
N (-0.45045, -0.97962, 0.99385)
O (1.46563, 1.17041, -0.79274)
O (0.26644, 1.16936, -2.63939)
O (1.73700, -0.46196, 1.40698)

Summary:
HOMO-LUMO gap	9.953	eV
HOMO energy	-0.346	Ha
structure (SMILES)	O=CNNCC(=O)O


The winner here is #x, beating the second structure by 0.1400 hartree.


#w
# C3H6N2O3

A single C3H6N2O3 molecule (ωB97M-V/def2-TZVPD, OMol25).

Geometry (Å):
C (-0.35734, -1.69684, 0.08364)
N (-0.84862, 0.21805, 1.53089)
C (0.74033, 0.52876, -0.12697)
C (-0.43932, -0.19682, 0.22543)
O (1.81856, -0.08592, -0.59522)
O (0.75423, 1.85211, -0.02946)
N (-1.76959, 0.29456, -0.49602)
O (-1.77621, 1.33270, -1.09462)
H (2.62282, 0.45051, -0.51015)
H (1.28511, 2.26501, -0.72815)
H (-0.97416, 1.23121, 1.54426)
H (-1.34581, -2.09553, 0.30597)
H (0.34778, -2.09949, 0.81151)
H (-0.05779, -1.99832, -0.92112)

Summary:
HOMO-LUMO gap (spin up / spin down)	7.000 / 7.078	eV
HOMO energy (spin up / spin down)	-0.273 / -0.275	Ha


#x
# C3H6N2O3

A single C3H6N2O3 molecule (ωB97M-V/def2-TZVPD, OMol25).

Geometry (Å):
C (-2.23776, -0.22197, 0.98175)
C (-0.16771, -0.70739, -0.14656)
C (0.59486, 0.30682, -0.94278)
N (2.42977, 0.48437, 0.39320)
O (-1.01306, 0.30537, 0.47858)
O (-0.05472, 0.82577, -2.00529)
N (1.88576, 0.41604, -0.85947)
O (-0.11443, -1.89460, 0.00768)
H (0.60831, 1.30066, -2.53158)
H (3.43477, 0.65051, 0.32771)
H (2.32204, -0.40691, 0.89027)
H (-2.87368, -0.59485, 0.17200)
H (-2.03858, -1.02141, 1.70606)
H (-2.77556, 0.55757, 1.52844)

Summary:
HOMO-LUMO gap	9.187	eV
HOMO energy	-0.318	Ha
structure (SMILES)	COC(=O)/C(O)=N\N


#y
# C3H6N2O3

A single C3H6N2O3 molecule (ωB97M-V/def2-TZVPD, OMol25).

Geometry (Å):
O (1.91821, 0.50333, 0.22302)
C (1.38563, 0.07464, -0.81590)
N (1.87200, -1.02192, -1.44526)
C (-0.00558, 0.51224, -1.19568)
N (-0.82747, 0.90815, -0.13051)
C (-1.26747, 0.11794, 0.93472)
O (-1.20895, -1.17285, 0.67540)
O (-1.80046, 0.47931, 1.96847)
H (1.14594, -1.74428, -1.71142)
H (2.60159, -1.41766, -0.99643)
H (-0.56353, -0.18067, -1.98821)
H (-0.01582, 1.28898, -1.96373)
H (-0.77367, 1.96130, 0.07377)
H (-1.65204, -1.81853, 1.14258)

Summary:
HOMO-LUMO gap	10.446	eV
HOMO energy	-0.366	Ha
structure (SMILES)	NC(=O)CNC(=O)O


The winner here is #y, beating the second structure by 0.0955 hartree.


#w
# C3H6N2O3

A single C3H6N2O3 molecule (ωB97M-V/def2-TZVPD, OMol25).

Geometry (Å):
C (-0.92364, -0.50362, -0.96036)
C (-1.21664, -1.03049, 0.44462)
C (0.43178, 0.45154, 0.39475)
N (0.55579, 1.78956, 0.51295)
N (1.60508, -0.22011, -0.09965)
O (1.76106, -1.39887, 0.14342)
O (2.34386, 0.46264, -0.80064)
O (-0.38886, -0.20727, 1.28194)
H (-0.41850, -1.15277, -1.65027)
H (-1.59710, 0.23271, -1.36511)
H (-2.25935, -0.89966, 0.75553)
H (-0.93515, -2.07791, 0.56618)
H (-0.22822, 2.33006, 0.83015)
H (1.26988, 2.22419, -0.05348)

Summary:
HOMO-LUMO gap	7.927	eV
HOMO energy	-0.311	Ha


#x
# C3H6N2O3

2 unconnected molecules or ions with the total composition C3H6N2O3 (ωB97M-V/def2-TZVPD, OMol25).

Geometry (Å):
C (-0.13801, 0.15141, -1.23966)
C (0.39503, -0.14494, 1.10376)
C (0.71669, 2.07237, -0.09928)
N (0.38997, 0.59236, -0.14000)
N (-1.25169, -2.59605, -0.56600)
O (-0.29214, 0.30665, -2.35170)
O (-1.31321, -2.80033, 0.66895)
O (-1.78989, -3.25679, -1.44725)
H (-0.06152, 0.47656, 1.82404)
H (-0.21833, -1.01646, 1.12851)
H (1.29238, -0.76551, 1.35817)
H (-0.18447, 2.67349, 0.03355)
H (1.24855, 2.06474, 0.84728)
H (1.20664, 2.24249, -1.12036)

Summary:
HOMO-LUMO gap (spin up / spin down)	8.485 / 5.555	eV
HOMO energy (spin up / spin down)	-0.326 / -0.264	Ha


The winner here is #w, beating the second structure by 0.0358 hartree.


#w
# C2H6O2S

2 unconnected molecules or ions with the total composition C2H6O2S (ωB97M-V/def2-TZVPD, OMol25).

Geometry (Å):
C (-1.32353, 0.42317, -1.56836)
S (0.05148, -0.56429, -2.12612)
H (-0.76010, 1.14259, -0.96797)
H (-1.76068, 0.92422, -2.42888)
H (-2.17071, 0.08176, -0.97405)
H (-0.52727, -1.72556, -2.46949)
O (2.06559, -0.34640, 1.08300)
C (1.48503, 0.28121, 1.91374)
O (0.75717, -0.31269, 2.90744)
H (1.14965, 1.32413, 1.83982)
H (1.03337, -1.22814, 2.79088)

Summary:
HOMO-LUMO gap	9.748	eV
HOMO energy	-0.328	Ha
structure (SMILES)	O=CO.CS


#x
# C2H6O2S

2 unconnected molecules or ions with the total composition C2H6O2S (ωB97M-V/def2-TZVPD, OMol25).

Geometry (Å):
C (-2.24265, 0.15150, 0.42436)
C (3.38820, 0.38902, -0.21407)
O (1.19681, -0.87848, -0.50153)
O (-3.17516, -0.76818, -0.09911)
S (2.08888, -0.28971, 0.49252)
H (-2.58083, 0.38646, 1.43129)
H (-1.23492, -0.27144, 0.46213)
H (-2.21966, 1.07074, -0.17106)
H (3.55322, 0.38941, -1.27550)
H (4.10388, 0.86436, 0.42330)
H (-2.87777, -1.04369, -0.97234)

Summary:
HOMO-LUMO gap	9.645	eV
HOMO energy	-0.368	Ha


The winner here is #w, beating the second structure by 0.0534 hartree.


#w
# C2H6O2S

A single C2H6O2S molecule (ωB97M-V/def2-TZVPD, OMol25).

Geometry (Å):
C (1.16008, -2.39161, 0.22259)
C (-0.57493, 1.57415, 0.49402)
O (1.82297, 0.29810, 0.03669)
O (-0.71073, 0.18531, 0.45935)
S (0.65407, -0.58436, -0.04803)
H (0.25046, -3.15149, 0.21301)
H (1.75185, -2.40422, 1.21967)
H (-1.12504, 1.91616, -0.25379)
H (0.47658, 1.77285, 0.52647)
H (-0.90530, 1.99398, 1.45996)
H (0.53614, -0.65728, -1.52600)

Summary:
HOMO-LUMO gap	9.107	eV
HOMO energy	-0.317	Ha
structure (SMILES)	C=[S@H](=O)OC


#x
# C2H6O2S

A single C2H6O2S molecule (ωB97M-V/def2-TZVPD, OMol25).

Geometry (Å):
C (1.17885, 1.95254, -0.24694)
C (-1.33320, -1.38636, 0.15011)
O (1.12055, -0.36905, -1.22074)
O (-0.65624, -0.60316, 1.12602)
S (0.76027, 0.33395, -0.01843)
H (0.89945, 2.50969, 0.70464)
H (0.66431, 2.38649, -1.18094)
H (-1.45774, -2.46256, 0.48311)
H (-0.68534, -1.29479, -0.75220)
H (-2.31935, -1.06538, 0.02738)
H (1.82843, -0.00138, 0.92799)

Summary:
HOMO-LUMO gap (spin up / spin down)	8.163 / 8.169	eV
HOMO energy (spin up / spin down)	-0.340 / -0.341	Ha
structure (SMILES)	C=[S@H](=O)OC


#y
# C2H6O2S

2 unconnected molecules or ions with the total composition C2H6O2S (ωB97M-V/def2-TZVPD, OMol25).

Geometry (Å):
C (0.45609, 0.35934, 1.70714)
S (1.62644, 0.16355, 0.31718)
H (-0.23691, -0.47934, 1.69373)
H (-0.07589, 1.29317, 1.56838)
H (0.90188, 0.33913, 2.69961)
H (2.29469, -0.85055, 0.84357)
O (-2.10347, 0.56115, -1.34737)
C (-1.24014, 0.06830, -2.00205)
O (-0.61535, -1.11905, -1.70535)
H (-0.86138, 0.55409, -2.91279)
H (-0.14597, -0.88977, -0.86205)

Summary:
HOMO-LUMO gap	10.414	eV
HOMO energy	-0.360	Ha
structure (SMILES)	O=CO.CS


The winner here is #y, beating the second structure by 0.1832 hartree.